Entry 1:
C21H22MnN6O5S2 as an isolated structure, computed with ωB97M-V/def2-TZVPD.

Structure (ORCA input):
```
! RIJCOSX wB97M-V def2-TZVPD def2/J DEFGRID3
* xyz 0 2
Mn 0.74244 0.38185 1.03828
C 4.11142 2.54814 -0.98819
C 2.80583 1.84029 -1.23571
O 2.35828 1.04894 -0.41154
N 2.19036 2.10363 -2.40407
C 0.89282 1.54153 -2.72454
C -0.25196 2.36707 -2.18515
C -1.36891 2.63589 -2.96310
C -2.40912 3.36289 -2.40670
C -2.29100 3.79477 -1.09778
C -1.13730 3.47116 -0.40100
N -0.13224 2.77889 -0.92477
H 4.82705 1.82672 -0.59938
H 3.95205 3.30217 -0.21658
H 4.51537 3.02861 -1.87766
H 2.57817 2.81213 -3.00219
H 0.86123 0.54850 -2.27302
H 0.80327 1.42402 -3.80372
H -1.42545 2.26835 -3.97974
H -3.29886 3.57824 -2.98330
H -3.08060 4.35183 -0.61387
H -1.03747 3.76191 0.63858
S 2.97911 -0.47678 2.30677
C 1.63755 -1.34598 2.89360
N 0.42031 -0.99256 2.54847
C -0.55149 -1.84957 3.04086
C -1.92647 -1.73219 2.85128
C -2.75603 -2.68390 3.41669
C -2.24012 -3.73787 4.17196
C -0.87603 -3.85500 4.37906
C -0.04031 -2.90600 3.80701
S 1.69678 -2.78266 3.88788
H -2.32616 -0.90416 2.28194
H -3.82566 -2.60573 3.27164
H -2.91101 -4.46892 4.60330
H -0.47110 -4.66592 4.97026
C 2.36504 -2.47300 -0.90678
C 0.95932 -2.02130 -1.06379
N 0.36643 -1.07531 -0.36689
C -0.92067 -0.96740 -0.83282
C -1.11288 -1.86838 -1.83917
N 0.08414 -2.52334 -1.96783
C -2.25453 -2.19929 -2.72539
O -3.35940 -1.51758 -2.53230
O -2.12432 -3.05513 -3.57164
C -1.80335 0.04871 -0.19688
O -2.97799 0.16186 -0.58513
O -1.24362 0.71332 0.72429
H 2.80402 -1.96199 -0.05061
H 2.95140 -2.23799 -1.79672
H 2.40822 -3.55030 -0.74202
H 0.23608 -3.26694 -2.63174
H -3.27262 -0.84879 -1.76962
N 0.92027 2.01814 2.28888
H 0.11773 2.17865 2.88869
H 1.11943 2.87725 1.78642
H 1.72256 1.79848 2.87551
*
```

## Properties
HOMO-LUMO gap (spin up / spin down)   0.281 / 0.278 Eh
Calculated total energy   -94307.881 eV
E_LUMO (spin up / spin down)   0.2 / 0.2 eV
E_HOMO (spin up / spin down)   -7.45 / -7.37 eV


Entry 2:
C15H13AsN2ReS5 as an isolated structure, computed with ωB97M-V/def2-TZVPD.

Structure (ORCA input):
```
! RIJCOSX wB97M-V def2-TZVPD def2/J DEFGRID3
* xyz 3 1
Re 1.79957 -0.14165 -0.38161
N 1.73653 -1.81673 -1.86140
C 0.38648 -2.17369 -2.28183
C 0.09082 -3.14597 -3.19551
C -1.25633 -3.39019 -3.53490
C -2.26164 -2.67891 -2.93988
C -1.96367 -1.68178 -1.97915
C -2.94229 -0.96679 -1.26224
C -2.55911 -0.06914 -0.29040
C -1.21000 0.15388 -0.06044
N -0.23793 -0.47330 -0.74509
C -0.61468 -1.41706 -1.68305
H 2.24789 -2.63188 -1.52252
H 2.24152 -1.50310 -2.68915
H 0.87611 -3.73230 -3.65829
H -1.48569 -4.15683 -4.26158
H -3.29696 -2.88163 -3.18184
H -3.99189 -1.14248 -1.46662
H -3.28730 0.47676 0.29173
H -0.89926 0.87789 0.68005
S 6.84094 0.71344 1.20752
As 6.50015 2.06991 -0.15333
S 3.52353 0.52392 -1.34024
S 2.31211 -0.51345 1.72718
S 6.27708 3.47602 -1.48338
S 1.88265 1.49194 1.53203
C 0.34298 1.81656 2.36181
C -0.17737 0.95596 3.31966
C -1.33511 1.33711 3.98252
C -1.94167 2.55333 3.69099
C -1.39886 3.40385 2.73571
C -0.24072 3.04441 2.06149
H 0.30444 0.01880 3.56759
H -1.75190 0.68956 4.74195
H -2.83610 2.84694 4.22384
H -1.86787 4.35461 2.52190
H 0.19354 3.71197 1.32652
*
```

## Properties
HOMO-LUMO gap   0.219 Eh
Calculated total energy   -135863.354 eV
E_LUMO   -11.5 eV
E_HOMO   -17.45 eV


Entry 3:
C5H8ClOPS as an isolated structure at a distorted geometry, computed with ωB97M-V/def2-TZVPD.

Structure (ORCA input):
```
! RIJCOSX wB97M-V def2-TZVPD def2/J DEFGRID3
* xyz 0 1
C -0.93506 -0.96773 0.13252
C 0.29407 1.30305 0.52740
C 0.19847 -1.33298 -0.74665
C -0.65337 2.19647 1.07230
C 0.29771 -0.58735 -2.07694
O 1.32104 -1.13189 0.09468
P 0.78618 -0.22113 1.30040
S -0.87486 -1.46961 1.83196
Cl 2.41763 -0.33774 2.46155
H -1.94244 -0.87285 -0.20330
H 0.16146 -2.34956 -1.01708
H 0.13378 2.55314 1.75335
H -1.47670 1.60108 1.62725
H -1.17483 2.89688 0.34658
H 1.25218 -0.95177 -2.54527
H 0.74804 0.39570 -1.77059
H -0.55331 -0.72372 -2.78816
*
```

## Properties
HOMO-LUMO gap (spin up / spin down)   0.277 / 0.277 Eh
Calculated total energy   -40004.376 eV
E_LUMO (spin up / spin down)   -0.2 / -0.2 eV
E_HOMO (spin up / spin down)   -7.75 / -7.75 eV


Entry 4:
One molecule with the formula C7H14Si at a distorted geometry, computed with ωB97M-V/def2-TZVPD.

Structure (ORCA input):
```
! RIJCOSX wB97M-V def2-TZVPD def2/J DEFGRID3
* xyz 0 1
C 1.37386 0.83014 -1.28217
C -1.31901 -0.94486 0.40469
C 1.30631 0.46661 -2.53101
C 2.07388 2.04803 -0.81823
C 1.06716 0.58109 1.66488
C -2.11804 -1.58513 -0.78869
C -1.67654 -1.53713 1.69663
Si 0.17184 -0.00504 0.03012
H 1.73476 1.00933 -3.36400
H 0.70527 -0.41199 -2.99053
H 3.08850 2.04255 -1.01366
H 1.90528 2.25760 0.22797
H 1.60977 2.83147 -1.37691
H 0.72419 -0.10304 2.45001
H 2.04468 0.69500 1.40915
H 0.67266 1.52974 1.95412
H -1.74620 -1.12166 -1.61363
H -1.95614 -2.64132 -0.86144
H -3.16467 -1.41865 -0.89030
H -1.17387 -2.54076 1.99452
H -1.56388 -0.83258 2.45992
H -2.71599 -1.76473 1.78802
*
```

## Properties
HOMO-LUMO gap   0.288 Eh
Calculated total energy   -15359.859 eV
E_LUMO   0.5 eV
Structure (SMILES)   C=C(C)[Si](C)=C(C)C
E_HOMO   -7.28 eV


Entry 5:
A 2-piece molecular cluster, C5H13NO overall at a distorted geometry, computed with ωB97M-V/def2-TZVPD.

Structure (ORCA input):
```
! RIJCOSX wB97M-V def2-TZVPD def2/J DEFGRID3
* xyz 0 1
C 0.34321 0.81940 -0.79208
C -1.77814 -0.24251 0.36119
C -0.09438 -2.06135 0.48102
C 1.67508 0.14457 -0.81780
C 0.19448 2.04840 0.03856
N -0.44407 -0.69226 0.84010
O -1.67466 -0.02544 -0.95427
H -0.17638 -0.42881 1.78479
H -0.07875 0.92648 -1.77875
H -2.51981 -1.02902 0.61397
H -2.02135 0.65159 0.97705
H 0.96718 -2.24606 0.65551
H -0.68206 -2.79483 1.04365
H -0.30898 -2.19818 -0.57879
H 1.62641 -0.83396 -1.29545
H 2.34437 0.76331 -1.43250
H 2.12960 0.04799 0.16888
H 0.74943 2.85743 -0.45620
H -0.84673 2.36201 0.09481
H 0.59554 1.93126 1.04631
*
```

## Properties
HOMO-LUMO gap   0.323 Eh
Calculated total energy   -8929.891 eV
E_LUMO   0.5 eV
E_HOMO   -8.31 eV


Entry 6:
A 3-piece molecular cluster, C3H11N2O2 overall at a distorted geometry, computed with ωB97M-V/def2-TZVPD.

Structure (ORCA input):
```
! RIJCOSX wB97M-V def2-TZVPD def2/J DEFGRID3
* xyz 1 1
N 1.20547 -0.09881 -2.85029
C -1.14732 -0.60747 -0.25054
C -2.18316 -1.43386 0.30850
C -0.16230 0.11271 0.48916
N -0.07312 -0.12374 1.82843
O 0.61654 0.89482 -0.04714
H 2.06860 -0.62555 -2.93130
H 1.27838 0.46381 -2.01194
H 1.20093 0.50924 -3.66095
H -1.16836 -0.46011 -1.33098
H -1.93086 -2.49693 0.57086
H -2.54927 -1.02346 1.25629
H -3.02053 -1.65088 -0.36164
H 0.73893 0.24550 2.32263
H -0.36933 -1.00680 2.22359
H 2.04289 3.17773 1.70319
H 1.40085 1.90086 1.05744
O 2.05167 2.22293 1.68469
*
```

## Properties
HOMO-LUMO gap   0.181 Eh
Calculated total energy   -10355.049 eV
E_LUMO   -8.7 eV
E_HOMO   -13.59 eV


Quick rundown of relative energy (zero: lowest compared OMol25 entry of this formula, charge and spin), same order as above: 0.499, 0.836, 5.396, 2.285, 4.120, 4.703 eV